Below is an isolated molecule of C6H7N in a non-equilibrium geometry, with properties calculated with ωB97M-V with the def2-TZVPD basis set.

Output
SMILES   C#C[C@@H](C)CC#N
Strongest force on any atom   0.02400 hartree/bohr
Energy above the lowest of the compared OMol25 structures with the same formula, charge and spin   70.4 kcal/mol
E_HOMO   -9.979 eV
Frontier orbital gap   10.77 eV

ORCA input file:
```
! RIJCOSX wB97M-V def2-TZVPD def2/J DEFGRID3
* xyz 0 1
C 1.6210 -1.4081 0.8401
C 0.9436 -0.4126 0.9332
C -0.2338 0.3954 0.5652
C 0.0742 1.8513 0.1962
C -0.8968 -0.3696 -0.6518
C -0.3297 -1.7020 -0.8888
N 0.1520 -2.7356 -1.0812
H 1.8889 -2.3795 0.4597
H -0.9548 0.3956 1.3933
H 0.7990 1.8939 -0.6240
H -0.8350 2.3791 -0.1174
H 0.4971 2.3807 1.0557
H -1.9751 -0.4904 -0.5037
H -0.7507 0.2019 -1.5765
*
```

Below is C26H25AuP as an isolated structure in a non-equilibrium geometry, with properties calculated with ωB97M-V with the def2-TZVPD basis set.

Output
Strongest force on any atom   0.06973 hartree/bohr
E_HOMO   -3.935 eV
Frontier orbital gap   6.87 eV

ORCA input file:
```
! RIJCOSX wB97M-V def2-TZVPD def2/J DEFGRID3
* xyz -1 1
Au 0.9725 -1.9683 -0.6805
C 3.3077 2.4533 0.5157
C 2.6566 2.6255 -0.6652
C 1.4878 1.8978 -0.9207
C 0.9759 1.0184 0.0142
C 1.6570 0.9094 1.2278
C 2.8254 1.5902 1.5185
P -0.6724 0.2287 0.0118
C -1.5708 1.4309 1.0928
C -2.6526 0.9512 1.8374
C -3.3489 1.7484 2.7139
C -2.8787 3.0967 2.9167
C -1.7745 3.5893 2.2271
C -1.1794 2.7675 1.3081
C -1.2441 0.5211 -1.7310
C -2.2168 1.4693 -1.9812
C -2.9004 1.5011 -3.2227
C -2.5603 0.6115 -4.2197
C -1.6163 -0.3926 -3.9614
C -1.1505 -1.2206 -5.0132
C -0.3315 -2.2508 -4.7731
C 0.1499 -2.4738 -3.4827
C -0.0694 -1.5679 -2.4603
C -1.0044 -0.4978 -2.6464
H 4.2484 2.9591 0.5929
H 3.1487 3.1182 -1.4904
H 1.0804 1.9005 -1.9217
H 1.2032 0.2240 1.9376
H 3.4401 1.4018 2.4092
H -2.8919 -0.0769 1.8822
H -4.1754 1.4438 3.3060
H -3.2786 3.8073 3.6068
H -1.4122 4.5881 2.4523
H -0.3076 3.0890 0.7844
H -2.3891 2.2034 -1.2004
H -3.6131 2.2597 -3.3939
H -2.9925 0.7467 -5.1929
H -1.5393 -1.0162 -6.0191
H 0.0308 -2.9370 -5.5584
H 0.7876 -3.3855 -3.3242
C 0.2395 -2.7234 2.5235
C 1.5830 -3.2330 2.0423
C 2.4859 -3.4748 3.2911
C 2.2872 -2.4053 0.9799
H -0.3038 -3.4628 3.1824
H -0.3583 -2.4033 1.6692
H 0.3830 -1.8835 3.2333
H 1.4905 -4.2791 1.6485
H 2.5345 -2.4444 3.7827
H 3.5174 -3.6614 3.0125
H 2.1623 -4.1463 4.0680
H 3.2873 -2.7852 0.6745
H 2.4902 -1.4621 1.3956
*
```

Below is an isolated ion of composition C9H17NOP and charge +1 in a non-equilibrium geometry, with properties calculated with ωB97M-V with the def2-TZVPD basis set.

Output
SMILES   CC(/C=C\C=C/C=[NH2+])=P(C)(C)O
Strongest force on any atom   0.08926 hartree/bohr
Energy above the lowest of the compared OMol25 structures with the same formula, charge and spin   25.2 kcal/mol
E_HOMO   -11.675 eV
Frontier orbital gap   8.68 eV

ORCA input file:
```
! RIJCOSX wB97M-V def2-TZVPD def2/J DEFGRID3
* xyz 1 1
C -0.0855 1.8958 -0.3336
C -0.2355 0.6244 0.4083
C -1.2185 0.2704 1.2099
C -2.5956 0.6068 0.9711
C -3.2338 0.0594 -0.1330
C -2.5225 -0.9280 -0.8651
C -1.4476 -0.8578 -1.5624
N -0.8316 -1.9156 -2.1065
P 1.3698 -0.3023 0.4989
C 2.6176 0.9709 0.3879
C 1.5097 -1.1123 2.0589
O 1.6242 -1.2778 -0.6826
H -1.1621 2.1567 -0.5383
H 0.4526 1.9241 -1.2015
H 0.2196 2.7040 0.2963
H -0.8842 -0.2873 2.0563
H -3.0576 1.1204 1.8739
H -4.3021 -0.0109 -0.1421
H -3.0981 -1.8225 -0.8970
H -0.8135 0.0126 -1.6049
H -1.2358 -2.8225 -2.1795
H -0.3843 -1.7429 -3.0087
H 2.2773 1.7008 1.1380
H 3.6179 0.6293 0.5671
H 2.6259 1.4032 -0.6184
H 1.5873 -0.3825 2.8840
H 0.7367 -1.8285 2.2433
H 2.4463 -1.6385 1.8367
H 0.8676 -1.9480 -0.9977
*
```

Below is a 2-piece molecular cluster, C7H11NO2 overall in a non-equilibrium geometry, with properties calculated with ωB97M-V with the def2-TZVPD basis set.

Output
SMILES   C=C(C)C(=O)O.CCC#N
Strongest force on any atom   0.09273 hartree/bohr
Energy above the lowest of the compared OMol25 structures with the same formula, charge and spin   80.3 kcal/mol
E_HOMO   -9.591 eV
Frontier orbital gap   9.61 eV

ORCA input file:
```
! RIJCOSX wB97M-V def2-TZVPD def2/J DEFGRID3
* xyz 0 1
C -1.6167 0.1348 -1.8805
C -1.6912 0.8633 -0.8104
C -2.7599 1.8216 -0.3848
C -0.4726 0.8503 0.2359
O 0.3476 1.7504 0.2023
O -0.9560 0.4061 1.4459
H -2.3254 -0.0062 -2.6786
H -0.6835 -0.6316 -1.8953
H -3.1646 1.5148 0.5798
H -2.3277 2.8138 -0.2610
H -3.5656 1.8471 -1.1142
H -0.4185 0.8073 2.1478
C 2.9870 -1.8641 0.6399
C 1.8427 -0.8766 0.8518
C 0.8892 -0.8426 -0.2647
N 0.5950 -1.2772 -1.3210
H 2.6112 -2.8807 0.5394
H 3.6592 -1.8309 1.4973
H 3.5568 -1.6132 -0.2531
H 2.2156 0.1456 0.9707
H 1.2776 -1.1320 1.7526
*
```

Below is C39H33F3N8O3STi as an isolated structure in a non-equilibrium geometry, with properties calculated with ωB97M-V with the def2-TZVPD basis set.

Output
Strongest force on any atom   0.03637 hartree/bohr
E_HOMO   -13.639 eV
Frontier orbital gap   6.89 eV

ORCA input file:
```
! RIJCOSX wB97M-V def2-TZVPD def2/J DEFGRID3
* xyz 2 1
Ti -0.6012 -0.0336 -0.0442
N -1.2543 -4.6826 0.0114
C -0.9917 -3.4699 0.4739
N -1.4852 -2.3705 -0.0254
C -2.3790 -2.4646 -1.0766
N -2.9760 -1.4061 -1.5183
N -2.5348 -0.2882 -0.8294
C -3.2938 0.7390 -0.8925
C -2.9301 1.8853 -0.0678
C -3.5645 3.1022 -0.1315
C -3.1394 4.1162 0.7244
C -2.1235 3.8570 1.6210
C -1.5408 2.5951 1.6297
N -1.9258 1.6336 0.7996
C -2.6508 -3.7558 -1.6871
C -3.4584 -3.9081 -2.8194
C -3.6625 -5.1604 -3.3516
C -3.0643 -6.2789 -2.7617
C -2.2647 -6.1472 -1.6466
C -2.0643 -4.8780 -1.1172
H -0.8459 -5.4836 0.4694
H -0.3231 -3.4051 1.3220
H -4.2130 0.7054 -1.4674
H -4.3669 3.2605 -0.8407
H -3.6025 5.0928 0.6852
H -1.7654 4.6116 2.3082
H -0.7420 2.3511 2.3177
H -3.9148 -3.0303 -3.2558
H -4.2888 -5.2844 -4.2245
H -3.2289 -7.2617 -3.1844
H -1.7994 -7.0130 -1.1898
F 3.4112 -3.5908 -3.6729
C 2.9249 -3.0918 -2.5358
F 2.6172 -4.1250 -1.7371
F 3.8968 -2.4008 -1.9382
C 1.7072 -2.2374 -2.7916
C 1.2261 -2.0516 -4.0688
C 0.0926 -1.2642 -4.2837
C -0.5364 -0.7189 -3.1979
N -0.0830 -0.9300 -1.9501
C 1.0312 -1.6292 -1.7289
S 1.4598 -1.6349 -0.0504
H 1.7391 -2.5096 -4.9044
H -0.2881 -1.0866 -5.2790
H -1.4197 -0.1047 -3.2981
O 1.1906 1.1555 0.8345
C 1.5308 2.3953 0.1283
C 0.3514 2.5786 -0.8334
O -0.0174 3.6029 -1.3003
O -0.2483 1.3874 -1.0914
C 1.6350 3.5386 1.1206
C 1.8291 4.8350 0.6461
C 1.9403 5.8917 1.5364
C 1.8684 5.6688 2.9059
C 1.6940 4.3778 3.3822
C 1.5797 3.3152 2.4912
C 2.8140 2.1422 -0.6551
C 2.7831 1.5642 -1.9255
C 3.9630 1.2344 -2.5716
C 5.1852 1.4689 -1.9539
C 5.2229 2.0477 -0.6941
C 4.0420 2.3884 -0.0467
H 2.0208 0.6560 0.8842
H 1.8994 5.0184 -0.4181
H 2.0932 6.8942 1.1571
H 1.9619 6.4963 3.5980
H 1.6573 4.1923 4.4483
H 1.4536 2.3104 2.8754
H 1.8411 1.3839 -2.4298
H 3.9313 0.8012 -3.5640
H 6.1067 1.2109 -2.4598
H 6.1728 2.2474 -0.2156
H 4.0801 2.8589 0.9285
C 1.2252 -1.3157 5.0894
C 0.1616 -1.0335 4.0811
C -1.2127 -0.9964 4.1818
C -1.6932 -0.7147 2.8991
N -0.6664 -0.5744 2.0448
N 0.4458 -0.7722 2.7984
C -3.1321 -0.6063 2.5176
H 0.8951 -0.9985 6.0759
H 2.1530 -0.7947 4.8524
H 1.4386 -2.3845 5.1376
H -1.8040 -1.1560 5.0696
H 1.3531 -0.8150 2.3679
H -3.6954 -1.3862 3.0273
H -3.2903 -0.7204 1.4513
H -3.5430 0.3538 2.8347
*
```

Below is C17H32BeNOP as an isolated structure in a non-equilibrium geometry, with properties calculated with ωB97M-V with the def2-TZVPD basis set.

Output
Strongest force on any atom   0.05969 hartree/bohr
E_HOMO   -7.094 eV
Frontier orbital gap   7.44 eV

ORCA input file:
```
! RIJCOSX wB97M-V def2-TZVPD def2/J DEFGRID3
* xyz 0 1
C -2.7832 0.1521 -3.9595
C -2.5420 -1.0686 -3.3234
C -1.8243 -1.1284 -2.1061
C -1.4239 0.0679 -1.5182
C -1.5566 1.2663 -2.2125
C -2.2749 1.3303 -3.4116
C -1.6282 -2.4822 -1.4715
C -0.2054 -3.1515 -1.4520
N 0.9849 -2.3636 -1.5303
Be -0.8554 0.3205 0.1479
C -0.8971 2.5173 -1.6618
P 0.6830 2.0796 -0.8396
H -2.9314 -1.9963 -3.7489
H -2.4238 2.2953 -3.8966
H -3.3632 0.1817 -4.8753
H -1.5108 3.0273 -0.8999
H -0.6793 3.2531 -2.4555
H -1.9964 -2.4701 -0.4339
H -2.2516 -3.2083 -2.0146
H -0.1258 -3.7173 -0.5077
C 1.4717 3.3619 0.1374
C 1.7590 1.8899 -2.2929
H -0.1689 -3.8710 -2.2879
C 1.4066 -1.7871 -2.7703
C 1.9358 -2.4234 -0.4521
H -0.1961 1.4658 0.6296
H 1.9222 -2.5369 -3.4013
H 0.5432 -1.3908 -3.3290
H 2.1222 -0.9737 -2.5712
H 2.6407 -3.2655 -0.5854
H 2.5217 -1.4944 -0.4194
H 1.4079 -2.5529 0.5076
H 1.9105 2.8691 -2.7662
H 2.7369 1.4900 -1.9970
H 1.3200 1.2201 -3.0394
H 1.6488 4.2757 -0.4554
H 0.8363 3.6053 0.9991
H 2.4343 2.9691 0.4945
H 0.8422 0.7062 -0.3145
C -2.6444 -0.2598 2.0052
C -1.2851 -0.9348 2.1896
C -0.4262 -0.2231 3.2311
C -1.4782 -2.3894 2.5965
O -0.5836 -0.9206 0.9544
H -3.2111 -0.2984 2.9397
H -3.2204 -0.7835 1.2307
H -2.5381 0.7916 1.6981
H -0.9097 -0.2505 4.2142
H 0.5495 -0.7184 3.3081
H -0.2509 0.8198 2.9532
H -2.0993 -2.9232 1.8659
H -0.5070 -2.8996 2.6902
H -1.9831 -2.4350 3.5688
*
```

Below is an isolated molecule of C7H13NO3 in a non-equilibrium geometry, with properties calculated with ωB97M-V with the def2-TZVPD basis set.

Output
SMILES   O[C@H]1C[C@@H]2CC[C@](O)(N2)[C@H]1O
Strongest force on any atom   0.11505 hartree/bohr
Energy above the lowest of the compared OMol25 structures with the same formula, charge and spin   267.1 kcal/mol
E_HOMO   -8.803 eV
Frontier orbital gap   9.39 eV

ORCA input file:
```
! RIJCOSX wB97M-V def2-TZVPD def2/J DEFGRID3
* xyz 0 1
O -2.7690 -0.6480 -0.3849
C -1.6947 -0.4883 0.4859
C -0.3470 -1.7252 0.1587
C 0.4611 -0.8645 -1.0742
C 1.9775 -0.4238 -0.4612
C 1.8799 1.1047 0.0718
C 0.3363 0.7921 0.5087
O 0.5924 -0.2304 1.5085
N -0.2012 0.5144 -1.0079
C -1.2245 1.1612 0.7135
O -1.7357 2.1000 -0.2921
H -2.9992 -1.5353 -0.3079
H -1.8033 -0.7863 1.5448
H 0.1568 -1.8592 1.2335
H -1.1483 -2.5694 -0.0098
H 0.5463 -1.2428 -2.1372
H 2.6409 -0.3068 -1.4944
H 2.4371 -1.1207 0.2573
H 1.9963 1.7597 -0.8303
H 2.7814 1.5237 0.8098
H 1.2259 0.3118 1.9697
H 0.1400 1.2803 -1.5684
H -1.8293 1.3922 1.6885
H -1.4195 1.8606 -1.3824
*
```

Below is a 2-piece molecular cluster, C4H10N2O2 overall in a non-equilibrium geometry, with properties calculated with ωB97M-V with the def2-TZVPD basis set.

Output
SMILES   [H]/N=C/C(N)=O.CCO
Strongest force on any atom   0.11308 hartree/bohr
Energy above the lowest of the compared OMol25 structures with the same formula, charge and spin   88.6 kcal/mol
E_HOMO   -9.281 eV
Frontier orbital gap   10.01 eV

ORCA input file:
```
! RIJCOSX wB97M-V def2-TZVPD def2/J DEFGRID3
* xyz 0 1
H -0.0100 -3.1035 1.7153
N 0.3737 -2.5332 0.9532
C 0.7481 -1.3856 1.3620
C 1.2971 -0.2307 0.2162
N 1.2651 -0.8131 -1.0423
O 2.1654 0.5362 0.6000
H 0.6717 -1.0028 2.3907
H 0.8819 -1.7543 -1.0945
H 2.0977 -0.6603 -1.5937
C -0.7415 1.7914 -1.0356
C -1.0041 1.0678 0.2623
O -1.9528 0.0397 0.1970
H -0.5213 1.0854 -1.8409
H 0.0710 2.5139 -0.9427
H -1.6596 2.2838 -1.3723
H -1.3179 1.7691 1.0417
H -0.0765 0.4775 0.8917
H -2.2878 -0.0811 -0.7081
*
```